{
  "formula": "C25H26N4O2S",
  "method": "the ωB97M-V functional and the def2-TZVPD basis",
  "charge": 0,
  "smiles": "C=CCn1c(COc2cccc(C)c2)nnc1SCC(=O)c1c[nH]c2c(CC)cccc12",
  "energy_ev": -47237.356,
  "e_above_lowest_ev": 0.2303,
  "homo_lumo_gap_ev": 8.46,
  "species": ["C", "C", "C", "N", "C", "C", "O", "C", "C", "C", "C", "C", "C", "C", "N", "N", "C", "S", "C", "C", "O", "C", "C", "N", "C", "C", "C", "C", "C", "C", "C", "C", "H", "H", "H", "H", "H", "H", "H", "H", "H", "H", "H", "H", "H", "H", "H", "H", "H", "H", "H", "H", "H", "H", "H", "H", "H", "H"],
  "coordinates": [[-0.59, -0.42, -1.93], [-0.57, -1.69, -2.29], [-0.81, -2.86, -1.37], [-1.26, -2.47, -0.07], [-0.53, -2.16, 1.05], [0.95, -2.23, 1.13], [1.48, -1.37, 0.14], [2.82, -1.12, 0.13], [3.75, -1.71, 0.97], [5.09, -1.37, 0.84], [5.50, -0.46, -0.11], [4.57, 0.14, -0.96], [5.02, 1.13, -1.99], [3.24, -0.20, -0.83], [-1.32, -1.80, 2.02], [-2.59, -1.87, 1.58], [-2.55, -2.25, 0.33], [-3.91, -2.48, -0.74], [-5.14, -1.38, 0.04], [-4.83, 0.03, -0.44], [-5.32, 0.46, -1.46], [-3.82, 0.73, 0.34], [-3.50, 0.56, 1.68], [-2.40, 1.28, 1.98], [-1.95, 1.92, 0.86], [-0.81, 2.71, 0.67], [0.19, 2.91, 1.77], [1.04, 1.65, 1.95], [-0.64, 3.24, -0.60], [-1.54, 2.99, -1.64], [-2.64, 2.18, -1.46], [-2.85, 1.64, -0.19], [-0.40, 0.37, -2.64], [-0.78, -0.10, -0.92], [-0.36, -1.98, -3.31], [0.12, -3.43, -1.27], [-1.57, -3.51, -1.82], [1.30, -3.26, 0.97], [1.24, -1.91, 2.14], [3.45, -2.43, 1.72], [5.81, -1.83, 1.50], [6.54, -0.20, -0.19], [5.72, 0.66, -2.68], [4.18, 1.52, -2.55], [5.54, 1.96, -1.51], [2.49, 0.24, -1.47], [-5.07, -1.52, 1.12], [-6.10, -1.72, -0.35], [-4.02, 0.01, 2.44], [-1.95, 1.28, 2.88], [0.84, 3.75, 1.53], [-0.33, 3.14, 2.71], [1.75, 1.78, 2.76], [1.59, 1.43, 1.04], [0.41, 0.78, 2.17], [0.23, 3.85, -0.79], [-1.35, 3.43, -2.60], [-3.33, 1.97, -2.26]]
}